Record 1
# O4P3

An isolated ion of composition O4P3 and charge -1 in a non-equilibrium geometry (wB97M-V/def2-TZVPD, the OMol25 dataset).

```
7
O4P3 wB97M-V/def2-TZVPD
O 0.266 1.990 0.228
O 2.444 -0.599 0.564
O -2.606 -0.549 0.534
O -0.046 -0.730 -0.111
P 1.674 -0.725 -0.657
P -1.709 -0.599 -0.707
P -0.018 1.070 -0.949
```

Summary:
energy above the lowest of the compared OMol25 structures with the same formula, charge and spin = 29.9 kJ/mol
expectation value of S² = 2.016
HOMO level (alpha / beta) = -1.9498 / -5.7749 eV
spin multiplicity = 3
net charge = -1
frontier orbital gap (alpha / beta) = 0.22391 / 0.28252 Ha

Record 2
# C4H6OS

The molecule C4H6OS in a non-equilibrium geometry (wB97M-V/def2-TZVPD, the OMol25 dataset).

```
12
C4H6OS wB97M-V/def2-TZVPD
C -1.916 -0.218 0.611
C -0.775 -0.196 -0.340
O -0.377 1.144 -0.681
C 0.607 1.402 0.185
C 1.416 0.314 0.469
S 0.757 -1.148 -0.142
H -1.712 0.406 1.706
H -1.944 -1.387 0.755
H -2.887 -0.043 -0.248
H -1.502 -0.682 -1.215
H 0.683 2.551 0.222
H 2.274 0.562 0.942
```

Summary:
energy above the lowest of the compared OMol25 structures with the same formula, charge and spin = 397.7 kJ/mol
SMILES = C[C@H]1OC=CS1
HOMO level = -7.8739 eV
net charge = 0
frontier orbital gap = 0.31613 Ha

Record 3
# C53H49Cl2N12O2Zr

C53H49Cl2N12O2Zr as an isolated structure in a non-equilibrium geometry (wB97M-V/def2-TZVPD, the OMol25 dataset).

```
119
C53H49Cl2N12O2Zr wB97M-V/def2-TZVPD
Zr -1.098 -0.665 -0.152
C 2.144 1.023 -6.781
C 1.518 0.308 -5.603
C 1.911 -0.968 -5.216
C 1.374 -1.589 -4.098
C 0.416 -0.964 -3.281
N -0.133 -1.500 -2.136
C 0.110 -2.835 -1.795
C 1.353 -3.462 -1.673
C 1.469 -4.743 -1.172
C 0.355 -5.474 -0.752
C 0.512 -6.837 -0.116
C -0.883 -4.889 -0.906
C -1.001 -3.611 -1.442
N -2.319 -3.104 -1.730
C -3.329 -3.786 -2.306
C -4.326 -2.883 -2.597
C -3.831 -1.651 -2.158
N -2.621 -1.783 -1.628
C -0.086 0.238 -3.784
C 0.479 0.877 -4.882
N -1.249 0.842 -3.196
C -2.176 1.550 -3.879
C -3.052 2.095 -2.969
C -2.585 1.654 -1.728
N -1.502 0.888 -1.865
H 3.167 0.685 -6.951
H 1.578 0.840 -7.700
H 2.162 2.102 -6.620
H 2.656 -1.496 -5.807
H 1.685 -2.598 -3.870
H 2.249 -2.893 -1.892
H 2.457 -5.180 -1.070
H 1.284 -7.420 -0.620
H 0.806 -6.737 0.933
H -0.422 -7.403 -0.146
H -1.782 -5.426 -0.606
H -3.251 -4.843 -2.512
H -5.283 -3.083 -3.058
H -4.295 -0.679 -2.213
H 0.095 1.851 -5.180
H -2.152 1.604 -4.957
H -3.908 2.723 -3.175
H -2.940 1.874 -0.737
N 0.993 -0.583 4.639
C 0.352 -0.066 3.583
N -0.356 -0.750 2.749
C -0.541 -2.106 2.977
N -1.419 -2.781 2.328
N -2.134 -2.012 1.400
C -3.302 -2.442 1.272
C -4.384 -1.580 0.743
C -5.675 -2.048 0.720
C -6.709 -1.158 0.450
C -6.390 0.162 0.223
C -5.046 0.523 0.207
N -4.058 -0.326 0.436
C 0.243 -2.766 4.017
C 0.250 -4.149 4.205
C 1.005 -4.708 5.209
C 1.761 -3.889 6.057
C 1.752 -2.521 5.900
C 1.001 -1.961 4.864
H 1.454 0.031 5.288
H 0.450 1.004 3.430
H -3.559 -3.370 1.771
H -5.865 -3.098 0.920
H -7.741 -1.491 0.442
H -7.159 0.910 0.066
H -4.766 1.554 0.009
H -0.365 -4.758 3.551
H 1.008 -5.784 5.352
H 2.363 -4.330 6.845
H 2.325 -1.878 6.561
N 4.406 3.592 -0.419
C 3.181 3.531 -1.318
C 2.481 2.208 -1.074
N 1.339 2.035 -1.923
H 5.030 4.349 -0.661
H 4.910 2.715 -0.476
H 4.112 3.707 0.548
H 3.509 3.619 -2.354
H 2.539 4.375 -1.067
H 2.144 2.167 -0.034
H 3.188 1.383 -1.227
H 1.597 2.062 -2.903
H 0.636 2.733 -1.713
C -1.184 1.246 0.908
C -0.587 2.315 1.176
C 0.275 3.369 1.489
C 0.732 4.289 0.460
C 0.205 4.225 -0.858
C 0.676 5.032 -1.882
C 1.691 5.960 -1.663
C 2.158 6.117 -0.361
C 1.684 5.322 0.681
C 0.695 3.468 2.914
C -0.266 3.367 3.938
C 0.076 3.472 5.283
C 1.401 3.673 5.665
C 2.375 3.740 4.678
C 2.027 3.629 3.333
H -0.625 3.550 -1.038
H 0.231 4.947 -2.871
H 2.063 6.583 -2.468
H 2.895 6.888 -0.146
H 2.023 5.529 1.690
H -1.302 3.221 3.650
H -0.701 3.412 6.039
H 1.666 3.791 6.711
H 3.414 3.888 4.957
H 2.814 3.650 2.586
Cl 4.087 -0.611 0.633
C 2.694 -1.409 1.424
Cl 3.043 -3.119 1.675
C 1.369 -1.174 0.655
O 0.515 -2.105 0.614
O 1.135 -0.060 0.153
H 2.604 -0.958 2.403
```

Summary:
HOMO level = -7.3293 eV
net charge = +1
frontier orbital gap = 0.16665 Ha

Record 4
# C37H39BBrF9NO3ReSb

C37H39BBrF9NO3ReSb as an isolated structure in a non-equilibrium geometry (wB97M-V/def2-TZVPD, the OMol25 dataset).

```
93
C37H39BBrF9NO3ReSb wB97M-V/def2-TZVPD
Re 0.132 0.866 -0.411
C -2.189 6.723 -0.872
C -1.110 5.760 -0.534
C 0.180 6.179 -0.207
C 1.172 5.239 0.047
C 0.793 3.922 -0.048
Br 1.994 2.429 0.230
N -0.422 3.476 -0.330
C -1.356 4.384 -0.563
H -2.010 7.697 -0.426
H -3.159 6.352 -0.553
H -2.233 6.860 -1.954
H 0.411 7.233 -0.151
H 2.177 5.522 0.303
H -2.345 4.011 -0.792
F -3.248 -2.321 -1.307
C -2.873 -1.623 -2.376
F -1.961 -2.350 -3.015
F -3.924 -1.466 -3.165
C -2.272 -0.258 -1.945
O -1.316 -0.473 -1.004
C -3.372 0.652 -1.324
F -2.736 1.542 -0.520
F -4.209 -0.027 -0.559
F -4.075 1.350 -2.199
C -1.657 0.473 -3.164
F -1.137 1.647 -2.707
F -2.490 0.746 -4.142
F -0.633 -0.213 -3.662
C -2.256 -3.712 1.555
C -2.882 -2.395 1.857
C -4.248 -2.352 2.161
C -4.898 -1.166 2.428
C -4.195 0.031 2.396
C -2.842 0.015 2.113
C -2.192 -1.186 1.852
Sb -0.075 -0.874 1.598
C 1.264 -2.571 1.616
C 2.073 -2.713 2.737
C 2.874 -3.834 2.863
C 2.856 -4.808 1.874
C 2.063 -4.644 0.754
C 1.267 -3.509 0.585
C 0.478 -3.324 -0.668
C 0.238 0.116 3.496
C 0.776 1.397 3.533
C 0.985 2.046 4.738
C 0.638 1.413 5.918
C 0.083 0.148 5.880
C -0.129 -0.527 4.679
C -0.763 -1.879 4.727
H -2.590 -4.460 2.271
H -1.169 -3.662 1.565
H -2.587 -4.049 0.574
H -4.796 -3.281 2.184
H -5.953 -1.166 2.660
H -4.695 0.967 2.596
H -2.281 0.948 2.106
H 2.063 -1.962 3.516
H 3.496 -3.952 3.737
H 3.462 -5.695 1.980
H 2.044 -5.404 -0.013
H 0.012 -4.254 -0.983
H 1.150 -3.010 -1.469
H -0.283 -2.550 -0.550
H 1.048 1.901 2.618
H 1.417 3.034 4.749
H 0.799 1.902 6.865
H -0.194 -0.343 6.800
H -0.397 -2.436 5.586
H -0.568 -2.457 3.825
H -1.841 -1.768 4.842
C 2.148 1.099 -4.986
C 2.693 0.837 -3.589
C 3.813 1.823 -3.272
O 1.625 1.119 -2.628
B 1.518 0.071 -1.796
O 2.291 -0.969 -2.045
C 3.054 -0.674 -3.273
C 2.587 -1.661 -4.335
C 4.518 -0.931 -2.944
H 1.829 2.137 -5.053
H 1.298 0.462 -5.207
H 2.924 0.930 -5.726
H 3.437 2.836 -3.385
H 4.639 1.685 -3.959
H 4.170 1.704 -2.253
H 1.520 -1.581 -4.520
H 2.800 -2.670 -3.991
H 3.125 -1.498 -5.263
H 4.823 -0.381 -2.058
H 5.158 -0.656 -3.778
H 4.648 -1.990 -2.742
```

Summary:
energy above the lowest of the compared OMol25 structures with the same formula, charge and spin = 49.5 kJ/mol
expectation value of S² = 3.792
HOMO level (alpha / beta) = -13.8251 / -13.8253 eV
spin multiplicity = 4
net charge = +2
frontier orbital gap (alpha / beta) = 0.25191 / 0.23254 Ha

Record 5
# C4H5N3

The molecule C4H5N3 in a non-equilibrium geometry (wB97M-V/def2-TZVPD, the OMol25 dataset).

```
12
C4H5N3 wB97M-V/def2-TZVPD
C -0.165 1.450 0.568
N 0.465 0.413 -0.300
C -0.185 -0.920 -0.248
C -0.313 -1.544 -1.494
N -0.407 -1.982 -2.572
C -0.170 -1.542 1.005
N -0.149 -1.994 2.081
H -1.158 1.658 0.171
H 0.458 2.348 0.569
H -0.249 1.039 1.575
H 1.467 0.361 -0.079
H 0.408 0.714 -1.276
```

Summary:
energy above the lowest of the compared OMol25 structures with the same formula, charge and spin = 283.3 kJ/mol
HOMO level = -8.1253 eV
net charge = 0
frontier orbital gap = 0.29336 Ha

Record 6
# C12H11AsN4O6ReS7

C12H11AsN4O6ReS7 as an isolated structure in a non-equilibrium geometry (wB97M-V/def2-TZVPD, the OMol25 dataset).

```
42
C12H11AsN4O6ReS7 wB97M-V/def2-TZVPD
Re 0.218 1.511 -0.633
S -4.413 6.457 2.175
C -3.346 5.409 1.507
S -3.821 4.234 0.302
C -2.245 3.546 0.088
C -1.227 4.034 0.854
S 0.412 3.476 0.716
S -1.651 5.345 1.924
S -1.997 2.321 -1.125
O 1.259 -2.591 -1.782
As 1.698 -0.836 -1.886
O 2.470 -0.750 -3.273
O 0.107 -0.228 -1.774
C 2.429 -0.639 -0.077
C 2.505 -1.703 0.809
C 2.842 -1.462 2.134
C 3.098 -0.173 2.579
C 3.061 0.883 1.682
C 2.716 0.640 0.364
S 2.920 1.940 -0.874
O 2.826 3.180 -0.139
O 4.164 1.624 -1.492
O 1.764 1.824 -1.819
H 1.655 -3.027 -2.538
H 2.320 -2.710 0.456
H 2.909 -2.292 2.822
H 3.350 0.004 3.613
H 3.288 1.897 1.973
C -2.989 -3.738 -1.386
C -2.213 -2.990 -0.376
N -1.626 -3.468 0.680
N -1.037 -2.424 1.272
C -1.257 -1.275 0.602
S -0.775 0.251 1.208
N -2.021 -1.632 -0.457
N -2.566 -0.809 -1.403
H -3.026 -4.786 -1.107
H -2.510 -3.641 -2.362
H -4.007 -3.352 -1.451
H -0.504 -2.529 2.121
H -2.925 -1.363 -2.177
H -1.854 -0.161 -1.751
```

Summary:
energy above the lowest of the compared OMol25 structures with the same formula, charge and spin = 183.5 kJ/mol
expectation value of S² = 1.148
HOMO level (alpha / beta) = -8.1841 / -8.0277 eV
spin multiplicity = 2
net charge = 0
frontier orbital gap (alpha / beta) = 0.21091 / 0.24691 Ha

Record 7
# C6H17N2

An isolated ion of composition C6H17N2 and charge +1 in a non-equilibrium geometry (wB97M-V/def2-TZVPD, the OMol25 dataset).

```
25
C6H17N2 wB97M-V/def2-TZVPD
C -2.290 -2.696 -1.274
C -1.867 -1.208 -1.288
N -0.480 -1.060 -0.689
C 0.477 -0.317 -1.464
C 0.669 1.089 -0.763
N 0.581 0.962 0.716
C 1.720 1.504 1.549
C 1.268 1.788 2.964
H -1.763 -3.341 -0.577
H -2.477 -3.118 -2.257
H -3.296 -2.725 -0.815
H -2.000 -0.911 -2.323
H -2.440 -0.676 -0.537
H -0.201 -1.973 -0.359
H 0.147 -0.144 -2.483
H 1.423 -0.866 -1.521
H -0.236 1.612 -1.090
H 1.398 1.880 -0.950
H 0.430 -0.036 0.912
H -0.265 1.387 1.079
H 2.567 0.838 1.370
H 2.157 2.416 1.116
H 0.815 0.912 3.431
H 0.599 2.621 3.154
H 2.239 1.953 3.445
```

Summary:
energy above the lowest of the compared OMol25 structures with the same formula, charge and spin = 148.9 kJ/mol
SMILES = CCNCC[NH2+]CC
HOMO level = -13.1660 eV
net charge = +1
frontier orbital gap = 0.38070 Ha

Record 8
# C2H3IN2O

C2H3IN2O as an isolated structure in a non-equilibrium geometry (wB97M-V/def2-TZVPD, the OMol25 dataset).

```
9
C2H3IN2O wB97M-V/def2-TZVPD
C -0.632 0.665 -0.186
C -0.373 -0.575 0.425
N 1.542 0.738 -1.606
N 0.538 -0.566 1.313
O 0.503 1.243 -1.480
I 1.011 -2.434 2.084
H -1.396 0.832 -0.924
H -0.407 1.604 0.373
H -0.786 -1.507 0.001
```

Summary:
energy above the lowest of the compared OMol25 structures with the same formula, charge and spin = 540.8 kJ/mol
HOMO level (alpha / beta) = -7.8376 / -8.7291 eV
net charge = 0
frontier orbital gap (alpha / beta) = 0.27538 / 0.30170 Ha